(1)
Formula: C43H52N2O5SeW
Source: the Open Molecules 2025 dataset
Level of theory: ωB97M-V with the def2-TZVPD basis set

Geometry as XYZ:
```
104
Properties=species:S:1:pos:R:3:lowdin_charge:R:1
C -2.1676 -2.2461 1.8631 -0.37
H -2.3379 -3.9619 3.1207 0.12
C -4.8578 -5.3685 3.0898 -0.03
H -3.8157 -5.6894 3.0459 0.08
C -6.1266 -0.4520 -0.1079 -0.03
H -5.9032 -1.7640 2.3176 0.10
H -1.4904 0.5998 -3.6956 0.17
C -0.1686 2.3559 -0.8505 -0.36
C -4.2383 -2.9713 2.8151 -0.13
H -1.7061 6.6819 -0.5440 0.12
H -6.2397 1.7885 1.4779 0.10
H 2.9210 -4.8949 -2.6891 0.11
C -0.5884 -1.3356 -3.1604 -0.12
H 1.1119 -3.3939 6.5413 0.08
H -4.8974 1.8831 -0.5307 0.10
C -4.1823 -0.9603 1.3634 -0.06
C 0.2041 -0.9328 5.6635 -0.13
H 1.9538 2.1695 2.1342 0.06
C 0.0451 -1.7939 4.5739 -0.03
H -0.4293 0.3422 8.1037 0.09
O 1.5660 -3.7827 -1.5628 -0.05
H -1.3047 -2.5599 8.2939 0.10
H 1.3196 0.0536 8.0622 0.09
H 1.5120 -5.8080 -2.0663 0.10
H -3.3562 -4.2434 5.1077 0.07
H -6.7924 -1.0879 0.4742 0.08
C 0.3434 -0.4278 8.1453 -0.05
C 0.4034 0.4182 5.4044 0.07
H -6.7327 0.3418 -0.5455 0.10
C -6.4885 -3.6194 3.7810 -0.05
Se -0.2536 -2.2903 1.7457 1.32
H -5.3951 -6.0897 3.7061 0.10
C 1.3708 5.5453 0.3200 -0.05
H 2.7933 -5.2605 -0.9557 0.10
N -1.1636 1.9135 -1.5649 0.14
C -2.8296 -1.1849 1.2351 -0.22
H -6.2697 0.3814 2.5332 0.09
C 0.5656 -3.7857 -3.7870 0.04
C -5.0120 0.1687 0.7472 -0.53
H -4.8539 1.4366 2.5156 0.09
C -5.6287 0.9859 1.8924 -0.02
H -6.9767 -3.6501 2.8050 0.09
H 2.8476 2.2596 3.6571 0.10
C -0.4922 3.0957 3.1454 -0.02
C 1.2368 -2.5662 7.2416 -0.03
C -4.2159 1.1272 -0.1393 -0.06
H 1.0122 4.2922 5.0055 0.10
C 0.1422 -1.5030 7.0786 -0.55
H 2.0259 3.5097 0.1585 0.12
C -5.0031 -3.9626 3.6888 -0.55
C -0.2375 -3.1311 -4.7127 -0.02
C -4.4045 -3.9387 5.1027 -0.04
H -4.9459 -4.6333 5.7456 0.10
C 0.2246 -2.0117 -2.2343 -0.17
O 0.7390 1.4642 -0.3911 -0.17
H 1.0062 -4.7364 -4.0511 0.12
H -2.0373 -1.4147 7.1666 0.09
H -1.4211 -1.3862 -5.1408 0.13
H -6.9870 -4.3516 4.4155 0.10
H -0.3228 4.1632 2.9937 0.09
C 0.6966 2.4827 3.9035 -0.52
C -0.8944 5.9842 -0.3925 -0.05
H 2.1789 3.7249 2.9370 0.09
C 0.0792 -1.2600 3.3059 -0.38
H -5.7128 -1.0499 -0.9220 0.10
H 0.2909 -0.8876 9.1318 0.10
C -4.8405 -1.9003 2.1843 0.06
C 0.8151 -3.2388 -2.5273 -0.21
C 2.2330 -5.0190 -1.8522 -0.02
H -0.6311 2.6479 2.1615 0.06
H 1.6969 2.8875 5.8077 0.10
H -1.4177 2.9813 3.7131 0.10
H -6.6567 -2.6364 4.2254 0.09
C -1.0589 4.6515 -0.7195 -0.01
H -0.1095 -2.8541 4.7247 0.12
C -0.8111 -1.9076 -4.4162 0.00
C 1.9967 2.6623 3.1052 -0.02
O 0.4644 -1.4660 -1.0025 -0.25
C 0.8436 3.2376 5.2251 -0.05
O -1.9987 -0.3888 0.4247 -0.27
H -3.7664 0.6249 -0.9974 0.07
C 0.4555 0.9914 4.1269 -0.06
H 1.2006 -2.9832 8.2484 0.10
C -1.0760 -0.0074 -2.8937 0.03
C -1.2367 -2.1470 7.2867 -0.04
C -2.8551 -3.1404 2.6424 -0.03
H 2.3142 5.9027 0.7092 0.12
H -4.4729 -2.9434 5.5454 0.09
C -0.0035 3.7613 -0.5099 -0.17
N -0.9551 0.5487 -1.7435 -0.15
H 0.4422 7.4752 0.3682 0.12
H -1.4163 -2.9648 6.5859 0.07
H 0.5307 1.0787 6.2464 0.10
C 0.3179 6.4286 0.1235 -0.04
C 1.2119 4.2053 0.0104 -0.02
H -5.2704 -5.4122 2.0807 0.10
H -3.4342 1.6531 0.4124 0.08
H -0.4063 -3.5870 -5.6779 0.13
C 0.2798 0.0943 3.0821 -0.27
H 2.2287 -2.1388 7.0879 0.10
O 0.3093 0.4959 1.7555 -0.30
W -0.2375 -0.1638 0.0918 1.92
H -1.9949 4.2967 -1.1290 0.12
H -0.0532 3.1715 5.8431 0.10
```

Results
total charge: +2
E_LUMO: -7.9 eV

(2)
Formula: C5H5ClFO2
Source: the Open Molecules 2025 dataset
Level of theory: ωB97M-V with the def2-TZVPD basis set

Geometry as XYZ:
```
14
Properties=species:S:1:pos:R:3:lowdin_charge:R:1
H 1.9519 0.4268 0.2643 0.14
Cl -0.7977 2.3306 -1.7884 0.25
C 0.7796 -1.7986 0.4224 -0.49
C 0.6769 2.0960 -0.5786 -0.65
C 0.0921 -0.5850 0.2703 -0.36
C -1.4701 -0.4893 0.2867 0.00
O 1.1868 -2.8335 -0.0036 0.12
C 0.9446 0.5261 -0.4040 -0.22
H 1.3774 0.2149 -1.4742 0.13
O 0.7661 -1.0177 1.5049 0.11
H -1.8167 -1.1407 -0.4853 0.06
H -2.0088 -0.8682 1.2293 0.10
H -1.7546 0.5901 0.1476 0.05
F 0.0724 2.5485 0.6084 -0.24
```

Results
total charge: -1
E_LUMO: 3.6 eV

(3)
Formula: C2H5N3O
Source: the Open Molecules 2025 dataset
Level of theory: ωB97M-V with the def2-TZVPD basis set

Geometry as XYZ:
```
11
Properties=species:S:1:pos:R:3:lowdin_charge:R:1
C -1.5472 -0.2872 0.1624 -0.37
N -1.0410 0.8033 -0.1051 -0.02
O -2.8292 -0.4733 -0.0279 0.01
H 2.8915 -0.6688 -0.0833 0.03
H -3.1269 0.4995 -0.3105 0.18
H 2.0080 1.2421 0.4625 0.12
H 1.3733 -1.3442 -0.6920 0.05
N 1.3140 0.6178 0.1467 -0.09
C 1.8865 -0.5040 -0.2668 0.02
H -1.0962 -1.1759 0.6149 0.13
N 0.1673 1.2907 0.0992 -0.06
```

Results
E_LUMO (alpha / beta): 0.7 / 0.7 eV

(4)
Formula: C3H13N2O
Source: the Open Molecules 2025 dataset
Level of theory: ωB97M-V with the def2-TZVPD basis set

Geometry as XYZ:
```
19
Properties=species:S:1:pos:R:3:lowdin_charge:R:1
N -2.4649 1.2276 -0.6432 0.03
H -3.0859 1.9616 -0.3077 0.09
N 1.0996 0.5231 0.2509 0.18
H -2.9246 0.4141 -0.2346 0.07
H 3.5297 -1.9405 0.3337 0.08
C -0.6576 -1.1423 0.3009 -0.02
H 0.9620 0.6979 1.2448 0.16
C -1.1673 1.3549 -0.0196 -0.27
H -1.7073 -1.4017 0.2863 0.09
H 1.5046 1.3688 -0.1406 0.16
H -0.0953 -1.9373 -0.1911 0.09
H 2.8717 -2.2068 -1.0221 0.08
H -1.2271 1.3816 1.0852 0.13
O 2.9419 -1.5448 -0.3183 -0.04
H 0.0139 0.2044 -1.4496 0.16
H -0.3665 -1.0738 1.3444 0.09
H -0.6564 2.2587 -0.2662 0.11
H 1.7076 -0.3109 0.1471 0.09
C -0.2784 0.1654 -0.4005 -0.28
```

Results
total charge: +1
E_LUMO: -3.1 eV

(5)
Formula: C21H21AgBrN4OS
Source: the Open Molecules 2025 dataset
Level of theory: ωB97M-V with the def2-TZVPD basis set

Geometry as XYZ:
```
50
Properties=species:S:1:pos:R:3:lowdin_charge:R:1
C -4.4521 1.9056 -2.5326 -0.14
N 2.1742 -1.5453 0.9261 0.08
H 3.7304 -0.9609 -0.2329 0.09
Ag -0.1215 -0.1187 0.0800 0.61
H -4.7934 -0.9610 0.7495 0.10
C 2.6833 -2.6235 3.0492 -0.01
H 3.4370 3.5131 -3.3301 0.12
H 4.7860 -2.7235 3.5816 0.11
H 3.8442 3.6708 -1.0743 0.10
C 4.4431 -1.7847 1.6359 -0.10
H -1.3417 -3.2449 3.5157 0.10
C -4.0417 -1.3243 1.4461 -0.04
N 0.4545 -2.2223 2.4304 0.04
S 1.8211 0.9209 -2.3316 0.83
C -4.3484 -1.8150 2.7126 -0.11
C -3.4239 -2.5039 3.4618 -0.13
C 3.2300 1.3207 -3.4849 -0.31
C -4.0239 1.0214 -0.3295 -0.07
C 4.0332 -2.3906 2.8357 -0.10
H 4.5685 2.1041 -0.8764 0.10
H -5.8277 2.1139 -0.8816 0.10
H -5.3668 -1.6651 3.1000 0.10
H 2.3380 1.4887 -0.0251 0.05
H -4.1748 1.0569 0.7523 0.11
H 5.5059 -1.5782 1.4071 0.10
H 1.5583 2.7788 -0.9124 0.09
H -5.0790 2.4859 -3.2075 0.09
C 2.3570 2.0325 -0.9766 -0.32
C -4.8569 1.6952 -1.2132 -0.11
N -2.2209 -0.5628 -0.0213 -0.04
H 2.2635 -3.0766 3.9710 0.11
C 3.4857 -1.4229 0.7088 -0.17
N -0.3981 -1.8625 1.5154 0.00
Br -0.6183 2.1734 1.9847 -0.59
C -2.1216 -2.6664 2.9939 -0.04
O 0.6217 1.5019 -2.9330 -0.55
C 3.7485 2.6256 -1.3859 -0.22
H -2.9023 1.6223 -3.9797 0.11
C -1.7083 -1.9722 1.8571 -0.24
C -2.9217 0.2973 -0.8063 -0.32
C -3.2495 1.3767 -2.9579 -0.12
C 1.7522 -2.1381 2.0477 -0.35
C 3.9076 2.5700 -2.9474 -0.25
H 4.9836 2.6106 -3.1936 0.10
H -3.6736 -2.8749 4.4751 0.10
H 3.9074 0.4347 -3.4363 0.09
H 2.8372 1.3675 -4.4933 0.08
C -2.6887 -1.2527 1.0289 -0.23
C -2.4981 0.5453 -2.1520 -0.04
H -1.6191 0.0575 -2.5515 0.08
```

Results
total charge: -1
E_LUMO (alpha / beta): 1.7 / 1.7 eV

(6)
Formula: C12H18BrN4OPtSi
Source: the Open Molecules 2025 dataset
Level of theory: ωB97M-V with the def2-TZVPD basis set

Geometry as XYZ:
```
38
Properties=species:S:1:pos:R:3:lowdin_spin:R:1
H 2.4132 -1.5517 -4.5051 0.00
C 0.7058 2.0795 0.7027 0.36
H 1.3897 -0.2817 -1.1950 0.00
H -3.4547 -2.8019 0.8015 0.00
C -3.3308 -1.7771 0.4386 0.02
H -2.8809 0.1176 3.1133 0.00
Pt -1.0862 1.0172 0.1884 0.91
H -2.2581 -1.4518 3.6138 0.00
H -3.2376 -1.8077 -0.6480 0.00
H -0.6342 -3.2145 1.4666 0.00
N -0.5327 0.1968 -1.7513 0.14
N 0.0849 -0.7710 -4.2649 0.00
C 2.1140 0.5321 1.6607 0.02
Br -3.3433 1.7265 0.1121 0.20
C 0.6740 -0.2832 -2.0053 0.01
H 4.2558 3.5918 2.4679 0.00
N 2.2113 -1.2876 -3.5561 0.00
O 3.4742 3.8902 1.9875 0.00
H 1.2213 4.1874 0.7549 0.00
C 2.9802 1.5388 2.0138 0.00
C -1.4494 0.2112 -2.7311 0.01
H -2.4233 0.6148 -2.4985 0.00
H 2.9711 -1.1984 -2.9083 0.00
H -0.2043 -2.4823 -0.0725 0.00
H -1.8472 -0.2713 -4.7724 0.00
C 0.9885 -0.7769 -3.2872 0.00
H 2.3042 -0.5040 1.9048 0.00
H -4.2252 -1.2081 0.6876 0.00
C 1.4866 3.1700 0.9975 0.06
C -2.0412 -0.5690 3.0046 0.02
H -1.1452 -0.0929 3.4064 0.00
N 0.9966 0.8361 0.9797 0.13
C 2.6727 2.8684 1.6694 0.01
Si -1.8037 -1.0917 1.2362 0.08
C -1.1128 -0.2793 -3.9766 0.01
H 3.8870 1.3045 2.5558 0.00
H 0.5528 -1.9138 1.4244 0.00
C -0.3732 -2.2670 0.9844 0.00
```

Results
total charge: +1
E_LUMO (alpha / beta): -3.6 / -5.0 eV
2S+1: 3